(1)
DFT (the ωB97M-V functional and the def2-TZVPD basis) results for the molecule C7H9BrINOS in a non-equilibrium geometry.

Element x y z (Å)
1 C 3.0391 -0.2395 -0.1049
2 C 2.6118 1.0035 0.5153
3 C 1.4566 -0.5935 1.2705
4 C -0.4940 -0.0127 -1.5885
5 C -1.6676 -0.7112 -0.9096
6 C -2.2157 0.0485 0.2684
7 C -1.2414 0.1534 1.5286
8 N 2.2147 -1.2250 0.4139
9 O 1.6648 0.6952 1.4243
10 S -0.0959 -1.2278 1.7971
11 Br 2.8982 2.7889 0.0241
12 I 4.5514 -0.6265 -1.4955
13 H -0.6511 0.8792 -2.0458
14 H -0.0603 -0.7451 -2.2799
15 H 0.2400 0.1895 -0.7531
16 H -1.6082 -1.8225 -0.8651
17 H -2.5043 -0.5564 -1.7116
18 H -3.0793 -0.5029 0.5821
19 H -2.5063 1.0217 -0.0615
20 H -0.6461 1.1081 1.4936
21 H -1.9063 0.3750 2.4979

Force components x, y, z for each atom (eV/Å):
-1.2 2.6 1.8
2.1 -2.3 -2.3
-1.3 -1.9 -0.8
2.1 -3.6 3.0
-2.3 0.9 -3.3
1.5 -1.5 1.5
-1.4 2.4 1.0
0.5 0.9 0.2
0.2 1.3 -0.5
-0.2 -0.4 0.8
0.0 -0.6 0.4
-0.7 0.3 0.6
-1.0 2.6 -1.4
0.3 0.5 0.0
-0.2 -0.2 -1.2
0.4 1.0 0.6
0.9 -0.6 1.2
-0.7 0.0 0.4
-0.2 0.8 0.0
-0.4 -1.1 -0.2
1.5 -1.0 -1.9

Properties
* relative energy (zero: lowest compared OMol25 entry of this formula, charge and spin): 0.0000 eV
* spin multiplicity: 1
* SMILES: CCCCSc1nc(I)c(Br)o1
* net charge: 0
* E_LUMO: 0.321 eV
* HOMO-LUMO gap: 8.70 eV

Quick look at the Mulliken charges, all values in e: C -0.031; C 0.234; C 0.296; C -0.592; C -0.506; C -0.578; C -0.568; N -0.372; O -0.283; S -0.206; Br -0.081; I 0.159; H 0.474; H 0.259; H -0.138; H 0.316; H 0.276; H 0.294; H 0.348; H 0.302; H 0.395

(2)
DFT (the ωB97M-V functional and the def2-TZVPD basis) results for a 2-piece molecular cluster, C7H9ClN2O2S overall in a non-equilibrium geometry.

Element x y z (Å)
1 C -2.7754 -1.1762 -0.2908
2 C -1.5093 -1.2585 0.2235
3 C -2.5242 1.2182 -0.5344
4 C -3.2480 0.0485 -0.6328
5 C -0.6904 -0.1324 0.3245
6 C -1.2802 1.1031 -0.0588
7 C 3.9955 -0.3053 0.1810
8 N 3.4664 -1.5638 -0.0459
9 N 3.5642 0.5724 1.0210
10 O -4.5541 0.1543 -1.0668
11 O 0.6188 -0.2927 0.8133
12 S -0.1858 2.6131 0.1061
13 Cl 5.5143 -0.0853 -0.7973
14 H -3.3321 -2.1046 -0.6706
15 H -1.1011 -2.2601 0.6026
16 H -2.9990 2.0971 -0.8736
17 H 3.9198 -2.1780 -0.8361
18 H 2.5350 -1.6391 0.2069
19 H 4.0714 1.4400 1.2284
20 H 0.3198 2.1643 1.1700
21 H -4.8182 1.0206 -1.0934
22 H 1.0125 0.5645 1.0231

Force components x, y, z for each atom (eV/Å):
-1.3 -5.5 -0.6
3.3 -1.7 1.6
-2.8 -1.5 -1.0
-3.0 5.0 -1.7
1.2 -3.3 1.0
4.9 4.4 1.2
0.3 1.0 1.1
3.7 0.2 -2.3
0.1 -1.7 -1.2
2.1 -4.4 0.6
-2.9 0.2 -0.9
-2.1 -0.7 -2.4
-0.6 0.0 0.5
0.9 1.5 0.8
-0.6 1.7 -0.7
-0.1 1.1 0.0
-1.6 2.0 2.3
-2.1 -0.5 0.4
0.1 -0.8 -0.8
1.1 -0.3 2.4
-0.8 3.5 -0.2
0.4 0.0 -0.3

Properties
* relative energy (zero: lowest compared OMol25 entry of this formula, charge and spin): 0.3552 eV
* spin multiplicity: 3
* ⟨S²⟩: 2.0230
* net charge: 0
* E_LUMO (spin up / spin down): 0.655 / -2.388 eV
* HOMO-LUMO gap (spin up / spin down): 5.06 / 6.55 eV

Quick look at the Mulliken charges, all values in e: C -0.872; C -0.234; C -0.926; C 1.169; C 0.503; C 0.122; C 0.587; N -0.446; N -0.553; O -0.466; O -0.374; S -0.231; Cl -0.255; H 0.255; H 0.279; H 0.358; H 0.234; H 0.252; H 0.210; H 0.114; H 0.273; H 0.002

(3)
DFT (the ωB97M-V functional and the def2-TZVPD basis) results for C7H9CoO7P as an isolated structure in a non-equilibrium geometry.

Element x y z (Å)
1 O -0.3990 -2.1251 -0.4323
2 C 0.2434 -1.1692 -0.2472
3 Co 1.2713 0.1498 0.2057
4 O -4.5737 -0.0257 -1.5894
5 C -3.4358 0.0042 -1.6990
6 C 2.7221 0.0401 -0.7212
7 O 3.6594 0.0551 -1.4090
8 C 0.3916 1.5088 -0.4060
9 O -0.2231 2.4372 -0.7584
10 C 0.5443 -2.4422 2.8972
11 O -0.0841 -1.1883 2.5508
12 P 0.7669 0.2385 2.8161
13 O 0.6996 0.3204 4.4897
14 C -0.5455 0.3102 5.2212
15 O -0.3400 1.3821 2.4179
16 C -1.7520 1.1326 2.3279
17 H 1.2725 -2.7479 2.1366
18 H -0.2659 -3.1831 2.9572
19 H 1.0561 -2.3815 3.8746
20 H -1.3068 -0.3269 4.7431
21 H -0.3124 -0.0973 6.2109
22 H -0.9561 1.3254 5.3462
23 H -1.9941 0.1035 2.0310
24 H -2.2215 1.3697 3.2952
25 H -2.1211 1.8210 1.5581

Force components x, y, z for each atom (eV/Å):
2.8 4.4 0.6
-5.0 -7.7 -1.8
0.6 0.3 4.8
2.7 0.1 -0.3
-2.7 -0.1 0.4
7.8 -0.1 -5.7
-4.1 -0.2 3.1
-4.7 7.8 -3.1
2.8 -4.4 1.6
0.2 -1.0 0.8
1.8 2.0 -0.3
-5.1 0.0 3.4
1.9 -0.4 -2.5
-1.3 0.2 0.0
2.3 -1.8 0.3
-1.4 0.1 -0.8
-0.3 0.1 0.0
0.3 0.3 -0.1
-0.3 0.1 -0.4
0.4 0.1 0.1
0.3 0.1 -0.2
0.4 -0.3 -0.1
0.2 0.3 0.2
0.3 0.0 -0.3
0.0 -0.1 0.3

Properties
* spin multiplicity: 4
* ⟨S²⟩: 3.7767
* net charge: +2
* E_LUMO (spin up / spin down): -9.547 / -13.375 eV
* HOMO-LUMO gap (spin up / spin down): 8.99 / 5.16 eV

Quick look at the Mulliken charges, all values in e: O -0.159; C 0.365; Co 0.345; O -0.146; C 0.147; C 0.290; O -0.126; C 0.383; O -0.150; C -0.698; O -0.132; P 0.784; O -0.369; C -0.593; O -0.251; C -0.574; H 0.346; H 0.268; H 0.375; H 0.364; H 0.281; H 0.310; H 0.350; H 0.290; H 0.301

(4)
DFT (the ωB97M-V functional and the def2-TZVPD basis) results for C7H9EuO7P as an isolated structure in a non-equilibrium geometry.

Element x y z (Å)
1 Eu -0.9506 -0.6130 -1.5015
2 O 1.1430 -1.6787 -3.6526
3 C 0.3047 -1.2996 -2.9235
4 C -1.9537 -1.9289 -0.3565
5 O -2.4123 -2.6583 0.4170
6 C -1.7115 1.2449 -1.7132
7 O -2.0505 2.3737 -1.7356
8 C -2.4868 -1.1202 -2.9697
9 O -3.2510 -1.3793 -3.6985
10 C -0.0857 0.7618 3.1303
11 O 0.9270 0.5647 2.1762
12 P 0.2020 0.1313 0.8090
13 O 1.2075 1.0739 -0.2120
14 C 0.8240 2.4765 -0.0524
15 O 0.5765 -1.5283 0.9068
16 C 1.8864 -1.7917 0.4099
17 H 0.4193 0.9100 4.1098
18 H -0.7515 -0.1094 3.2116
19 H -0.6451 1.6631 2.8691
20 H -0.1041 2.6299 0.5316
21 H 1.6493 3.0313 0.4582
22 H 0.6604 2.8870 -1.0586
23 H 1.9055 -1.5423 -0.6634
24 H 2.0573 -2.8752 0.5285
25 H 2.6400 -1.2235 0.9792

Force components x, y, z for each atom (eV/Å):
6.3 1.6 5.2
-5.1 2.3 4.4
11.2 -5.5 -11.1
-6.8 -9.5 9.2
2.1 3.4 -3.8
-5.7 15.7 -0.9
2.1 -7.2 0.1
-1.6 -0.5 -1.2
-2.4 -0.8 -2.3
-0.9 0.6 3.0
-0.6 -0.3 -2.7
3.5 0.6 3.0
-1.9 -2.8 0.0
0.3 1.4 0.0
-1.9 2.8 -2.1
1.6 -1.3 -0.1
-0.5 -0.1 -0.7
0.1 0.2 0.1
-0.1 -0.1 0.3
0.3 -0.3 0.0
-0.6 -0.7 -0.4
0.3 -0.1 0.4
0.5 0.0 0.2
0.1 0.5 0.0
-0.2 -0.2 -0.4

Properties
* relative energy (zero: lowest compared OMol25 entry of this formula, charge and spin): 10.1321 eV
* spin multiplicity: 7
* ⟨S²⟩: 12.0184
* net charge: +3
* E_LUMO (spin up / spin down): -15.809 / -15.531 eV
* HOMO-LUMO gap (spin up / spin down): 5.56 / 5.85 eV

Quick look at the Mulliken charges, all values in e: Eu 1.146; O 0.002; C 0.372; C 0.340; O 0.012; C 0.337; O -0.010; C 0.138; O 0.148; C -0.757; O -0.254; P 0.437; O -0.303; C -0.731; O -0.174; C -0.531; H 0.276; H 0.384; H 0.346; H 0.397; H 0.293; H 0.317; H 0.242; H 0.259; H 0.314

(5)
DFT (the ωB97M-V functional and the def2-TZVPD basis) results for C7H9F6N3O9PdS3 as an isolated structure.

Element x y z (Å)
1 Pd 1.2633 -0.1978 -0.8320
2 O 1.6769 -4.3607 -0.0259
3 C 1.1433 -3.1517 -0.0789
4 O 1.8380 -2.1564 -0.1139
5 C -0.3601 -3.1885 -0.0069
6 O -0.9240 -1.9225 -0.0943
7 C -1.6842 -1.6596 -1.2479
8 C -0.9013 -1.2239 -2.4845
9 O -1.5372 -1.0721 -3.5143
10 O 0.3873 -1.0688 -2.3967
11 H 2.6429 -4.2704 -0.0234
12 H -0.5940 -3.6173 0.9732
13 H -0.7254 -3.8817 -0.7709
14 H -2.3629 -0.8513 -0.9769
15 H -2.2970 -2.5209 -1.5295
16 F -1.6951 2.0430 3.5311
17 C -1.4446 0.7401 3.5976
18 F -0.9730 0.4439 4.8008
19 F -2.5842 0.0735 3.4005
20 S -0.2590 0.2353 2.2829
21 O -0.0160 -1.1604 2.4704
22 O -0.8900 0.6622 1.0503
23 N 0.9439 1.1534 2.7252
24 S 2.2291 1.4485 1.9163
25 O 2.3690 0.6746 0.6764
26 O 3.4107 1.4999 2.7049
27 C 1.9516 3.1849 1.3598
28 F 0.7634 3.3043 0.7734
29 F 2.8977 3.5436 0.4968
30 F 1.9965 3.9867 2.4177
31 N -1.3906 1.6419 -1.6279
32 C -0.4070 1.7353 -2.5050
33 N -0.6798 1.8556 -3.7988
34 S 1.2455 1.7701 -1.9993
35 H -2.3362 1.4755 -1.9356
36 H -1.1759 1.5172 -0.6417
37 H -1.6028 1.6289 -4.1381
38 H 0.0813 1.6855 -4.4350

Force components x, y, z for each atom (eV/Å):
0.1 -0.2 -0.2
0.0 -0.1 0.0
0.0 0.1 0.1
0.0 0.2 -0.1
0.0 -0.1 0.0
0.1 0.0 0.0
-0.1 0.0 0.0
0.0 -0.1 0.0
0.0 0.1 0.0
-0.1 0.1 0.0
0.0 0.0 0.0
0.0 0.0 0.0
0.0 0.0 0.0
0.0 0.0 0.0
0.0 0.0 0.0
0.0 0.0 0.0
0.0 -0.1 0.0
0.0 0.0 0.0
0.0 0.0 0.0
-0.1 0.3 -0.1
0.0 -0.1 0.0
0.0 0.0 0.2
0.0 -0.1 0.1
0.1 0.1 0.0
0.0 -0.1 -0.1
-0.1 0.0 0.0
0.1 -0.1 0.0
-0.1 0.1 0.1
0.0 0.0 0.0
0.0 0.0 0.0
0.0 -0.1 0.0
0.0 0.1 0.0
0.0 -0.1 0.0
0.0 -0.1 0.1
0.0 0.0 0.0
0.0 0.0 0.0
0.0 0.0 0.0
0.0 0.0 0.0

Properties
* relative energy (zero: lowest compared OMol25 entry of this formula, charge and spin): 0.0889 eV
* spin multiplicity: 1
* net charge: 0
* E_LUMO: -1.167 eV
* HOMO-LUMO gap: 8.35 eV

Quick look at the Mulliken charges, all values in e: Pd 1.162; O -0.466; C 0.542; O -0.610; C -0.658; O -0.084; C -0.670; C 0.810; O -0.685; O -0.856; H 0.396; H 0.387; H 0.501; H 0.251; H 0.451; F -0.209; C 0.398; F -0.199; F -0.203; S 1.284; O -0.631; O -0.578; N -0.535; S 0.989; O -0.693; O -0.632; C 0.645; F -0.188; F -0.221; F -0.226; N -0.181; C 0.411; N -0.332; S -0.406; H 0.337; H 0.206; H 0.253; H 0.241

(6)
DFT (the ωB97M-V functional and the def2-TZVPD basis) results for a 2-piece molecular cluster, C7H9FO overall in a non-equilibrium geometry.

Element x y z (Å)
1 C -1.9931 2.3983 0.4078
2 C -2.0889 1.0885 0.6118
3 C 1.0670 -1.4288 0.3607
4 C 0.1017 -2.1359 0.4410
5 C 2.1559 0.3457 -0.9732
6 C 2.2866 -0.5430 0.2306
7 C -2.2811 -0.1912 0.4228
8 O -2.0223 -0.7227 -0.7891
9 F -0.5375 -3.3174 0.6481
10 H -2.6696 3.2574 0.2774
11 H -1.0714 2.7083 0.6895
12 H 2.6904 0.1422 -1.8736
13 H 1.1344 0.3657 -1.4387
14 H 2.2315 1.4041 -0.7473
15 H 2.1411 0.1955 1.0616
16 H 3.0848 -1.1990 0.2902
17 H -2.7441 -0.8268 1.1125
18 H -1.4854 -1.5408 -0.7320

Force components x, y, z for each atom (eV/Å):
-1.4 -1.6 0.9
-1.4 1.6 -1.3
0.9 0.4 -0.2
0.1 -3.0 0.8
-2.0 1.2 -1.9
-4.4 1.4 0.9
0.3 1.1 -0.1
0.3 -0.9 -1.5
0.5 2.4 -0.4
-0.3 -1.2 -0.5
3.0 1.5 0.8
1.2 -0.4 -0.2
0.4 -0.5 0.9
0.7 0.1 0.2
1.0 -1.1 -0.1
2.0 -0.7 0.2
-0.3 -0.8 1.3
-0.5 0.8 0.1

Properties
* relative energy (zero: lowest compared OMol25 entry of this formula, charge and spin): 6.1457 eV
* spin multiplicity: 1
* SMILES: C=C=CO.CCC#CF
* net charge: 0
* E_LUMO: 0.504 eV
* HOMO-LUMO gap: 9.32 eV

Quick look at the Mulliken charges, all values in e: C -0.771; C 0.248; C 0.157; C -0.095; C -1.095; C -0.204; C -0.203; O -0.460; F -0.219; H 0.272; H 0.239; H 0.350; H 0.291; H 0.313; H 0.173; H 0.333; H 0.361; H 0.313

no.,molar mass (Da),E_tot (Eh)
1,362.03,-3671.94409
2,220.68,-1390.33013
3,295.05,-2522.15821
4,388.08,-1848.94946
5,595.77,-3035.25565
6,128.15,-446.99297